{
  "formula": "C81H64AlO26",
  "method": "the ωB97M-V functional and the def2-TZVPD basis",
  "lumo_ha": -0.0282,
  "charge": -1,
  "gap_ev": 4.3,
  "elements": ["C", "C", "C", "Al", "C", "C", "C", "C", "C", "O", "C", "O", "H", "H", "H", "H", "H", "H", "H", "H", "H", "H", "H", "H", "H", "H", "H", "H", "C", "C", "C", "O", "C", "C", "C", "O", "H", "H", "H", "H", "C", "C", "C", "O", "C", "C", "C", "O", "H", "H", "H", "H", "C", "C", "C", "O", "C", "C", "C", "O", "H", "H", "H", "H", "C", "C", "C", "O", "C", "C", "C", "O", "H", "H", "H", "H", "C", "C", "C", "O", "C", "C", "C", "O", "H", "H", "H", "H", "C", "C", "C", "O", "C", "C", "C", "O", "H", "H", "H", "H", "C", "C", "C", "O", "C", "C", "C", "O", "H", "H", "H", "H", "C", "C", "C", "O", "C", "C", "C", "O", "H", "H", "H", "H", "C", "C", "C", "O", "C", "C", "C", "O", "H", "H", "H", "H", "C", "C", "C", "O", "C", "C", "C", "O", "H", "H", "H", "H", "C", "C", "C", "O", "C", "C", "C", "O", "H", "H", "H", "H", "C", "C", "C", "O", "C", "C", "C", "O", "H", "H", "H", "H"],
  "xyz": [[-1.59046, 0.60249, 6.14936], [-2.10096, 0.75806, 5.05072], [-2.91859, 1.08334, 3.79876], [-3.64089, -0.57716, 2.83792], [-5.52395, -0.14793, 2.17083], [-2.39695, -1.36884, 1.43317], [-1.62468, -0.32942, 0.53969], [-2.55282, 0.67287, -0.23456], [-2.31127, 2.17702, 0.17405], [-0.90878, 2.50742, 0.21692], [-0.51316, 2.91927, 1.45618], [0.55298, 2.53190, 1.90309], [-1.35693, 0.57651, 7.21256], [-3.78438, 1.73377, 4.05208], [-2.27750, 1.64720, 3.08477], [-3.81769, -1.71612, 3.97881], [-5.99853, -0.96860, 1.58368], [-6.17875, 0.07640, 3.05360], [-5.46863, 0.80949, 1.58095], [-2.92330, -2.12113, 0.79699], [-1.61289, -1.94624, 1.99334], [-1.05617, -0.91874, -0.22708], [-0.85321, 0.19086, 1.14420], [-2.24025, 0.62775, -1.30896], [-3.62948, 0.40616, -0.22147], [-2.86889, 2.41690, 1.10305], [-2.74173, 2.77933, -0.66404], [-1.14315, 3.56898, 2.11002], [4.85056, 5.68026, -0.76002], [3.92500, 5.75479, -1.71480], [2.62155, 5.05999, -1.57273], [1.77906, 5.12304, -2.44380], [2.39377, 4.28779, -0.33068], [3.31736, 4.22012, 0.61910], [4.61648, 4.90704, 0.47916], [5.46940, 4.84740, 1.34789], [5.80834, 6.17744, -0.84110], [4.07840, 6.31657, -2.62837], [1.44403, 3.77824, -0.23532], [3.16338, 3.65709, 1.53148], [6.31569, 1.52921, -0.55192], [7.52931, 1.06043, -0.83557], [7.84049, 0.49281, -2.16675], [8.94890, 0.06279, -2.42530], [6.75349, 0.46698, -3.17181], [5.53959, 0.93561, -2.88874], [5.22755, 1.50347, -1.55732], [4.12380, 1.93307, -1.29780], [6.06862, 1.94778, 0.41628], [8.33666, 1.07161, -0.11427], [7.00008, 0.04814, -4.13996], [4.73238, 0.92437, -3.61012], [-9.10802, -4.61082, 3.07003], [-8.03008, -3.87167, 3.32612], [-6.75768, -4.09332, 2.60032], [-5.77737, -3.42269, 2.83520], [-6.73210, -5.16597, 1.57876], [-7.81096, -5.90495, 1.32364], [-9.08048, -5.68215, 2.05030], [-10.07071, -6.35587, 1.81795], [-10.04620, -4.46427, 3.59031], [-8.03127, -3.08280, 4.06799], [-5.79424, -5.31265, 1.05775], [-7.81056, -6.69314, 0.58111], [9.22869, -2.16886, -5.14815], [10.44258, -2.63717, -5.43185], [10.75501, -3.20489, -6.76369], [11.86114, -3.63377, -7.02244], [9.66674, -3.23050, -7.76802], [8.45282, -2.76248, -7.48449], [8.14198, -2.19520, -6.15351], [7.03336, -1.76533, -5.89574], [8.98213, -1.74993, -4.17965], [11.24957, -2.62542, -4.71031], [9.91329, -3.64805, -8.73598], [7.64591, -2.77319, -8.20607], [6.77991, 8.34654, -2.51144], [7.19327, 9.40888, -1.82486], [6.79707, 10.77835, -2.22123], [7.17563, 11.75228, -1.59355], [5.92290, 10.92221, -3.40609], [5.50984, 9.85966, -4.09245], [5.90666, 8.48927, -3.69680], [5.52782, 7.51909, -4.32108], [7.06035, 7.33801, -2.23736], [7.83130, 9.32298, -0.95388], [5.64269, 11.93184, -3.67908], [4.87089, 9.94513, -4.96217], [3.37558, -1.01597, -9.32112], [4.68138, -1.26779, -9.24774], [5.35507, -2.12191, -10.25187], [6.54633, -2.35392, -10.18481], [4.52464, -2.68448, -11.34062], [3.21939, -2.43298, -11.41435], [2.54399, -1.57817, -10.41034], [1.35564, -1.34760, -10.47897], [2.86488, -0.39488, -8.59636], [5.30510, -0.86531, -8.45880], [5.03580, -3.30585, -12.06504], [2.59627, -2.83598, -12.20260], [9.91392, 11.79309, -2.97686], [10.95856, 12.56433, -2.67759], [12.24790, 12.42491, -3.39176], [13.20044, 13.12577, -3.11808], [12.33304, 11.39602, -4.45417], [11.29015, 10.62509, -4.75468], [10.00124, 10.76595, -4.03934], [9.04855, 10.06424, -4.31599], [8.95964, 11.88287, -2.46041], [10.91457, 13.32156, -1.90504], [13.28309, 11.30899, -4.96597], [11.33382, 9.86791, -5.52761], [-3.16308, -4.77551, 5.22472], [-4.11022, -5.64615, 4.87271], [-4.05761, -7.05876, 5.30484], [-4.92075, -7.85357, 4.98180], [-2.91264, -7.47475, 6.14728], [-1.96525, -6.60967, 6.50119], [-2.01717, -5.19221, 6.06800], [-1.15265, -4.40774, 6.39472], [-3.18734, -3.73383, 4.91407], [-4.95327, -5.36101, 4.25900], [-2.89199, -8.51311, 6.45443], [-1.12083, -6.89620, 7.11586], [5.95540, 7.43257, 3.31531], [5.89835, 7.09446, 4.60227], [6.74815, 7.76740, 5.61054], [6.70015, 7.46077, 6.78366], [7.66284, 8.83144, 5.13353], [7.71985, 9.16875, 3.84698], [6.86935, 8.49521, 2.83897], [6.92068, 8.80484, 1.66448], [5.34399, 6.95160, 2.56414], [5.23602, 6.32004, 4.96771], [8.27585, 9.31261, 5.88515], [8.38250, 9.94279, 3.48050], [-8.11272, -10.95702, 0.10921], [-8.52741, -11.89882, 0.95286], [-9.46665, -11.58394, 2.05453], [-9.84158, -12.44736, 2.82411], [-9.92742, -10.18328, 2.18060], [-9.51313, -9.23705, 1.33632], [-8.57404, -9.55461, 0.23544], [-8.19294, -8.69934, -0.53993], [-7.42606, -11.16822, -0.70121], [-8.20141, -12.92861, 0.87552], [-10.61279, -9.97449, 2.99036], [-9.84470, -8.19924, 1.41855], [-8.77260, 1.94829, 0.25942], [-9.03578, 0.97646, 1.13073], [-9.57391, 1.27632, 2.47656], [-9.81348, 0.39229, 3.27262], [-9.80972, 2.69868, 2.81628], [-9.54653, 3.67012, 1.94499], [-9.00818, 3.36901, 0.59830], [-8.77067, 4.25617, -0.19678], [-8.37770, 1.74760, -0.72809], [-8.86926, -0.06742, 0.89955], [-10.20401, 2.89918, 3.80445], [-9.71187, 4.71489, 2.17612], [-11.53782, -13.40834, 5.34781], [-11.94821, -14.35758, 6.18821], [-12.88631, -14.05484, 7.29221], [-13.25904, -14.91950, 8.05946], [-13.35395, -12.65605, 7.42758], [-12.94528, -11.70596, 6.58907], [-12.00615, -12.00868, 5.48364], [-11.63638, -11.14326, 4.71959], [-10.85223, -13.61039, 4.53582], [-11.61795, -15.38518, 6.10467], [-14.04008, -12.45396, 8.24034], [-13.27616, -10.67845, 6.67357]]
}

---

{
  "formula": "C20H53Br2N4O4S",
  "method": "the ωB97M-V functional and the def2-TZVPD basis",
  "relative_energy_kcal_mol": 10.9,
  "lumo_ha": -0.1991,
  "charge": 1,
  "gap_ev": 5.2,
  "elements": ["C", "S", "Br", "C", "C", "C", "Br", "H", "H", "H", "H", "H", "H", "H", "H", "H", "C", "C", "C", "O", "C", "N", "H", "H", "H", "H", "H", "H", "H", "H", "H", "H", "H", "C", "C", "C", "O", "C", "N", "H", "H", "H", "H", "H", "H", "H", "H", "H", "H", "H", "C", "C", "C", "O", "C", "N", "H", "H", "H", "H", "H", "H", "H", "H", "H", "H", "H", "C", "C", "C", "O", "C", "N", "H", "H", "H", "H", "H", "H", "H", "H", "H", "H", "H"],
  "xyz": [[-1.66781, 1.87396, 1.60345], [-2.33687, 0.21875, 1.96255], [-2.00212, -0.92765, 0.08680], [-4.14762, 0.28081, 2.19207], [-4.93130, 1.04099, 1.09154], [-5.12645, 2.54328, 1.43925], [-6.72930, 2.69996, 2.60305], [-0.64682, 1.72174, 1.21588], [-2.20995, 2.41889, 0.82131], [-1.54262, 2.47327, 2.51573], [-4.50934, -0.75794, 2.23049], [-4.37146, 0.71837, 3.17840], [-5.93819, 0.59676, 1.07422], [-4.52565, 0.87320, 0.08226], [-4.30160, 2.88990, 2.07559], [-5.23010, 3.17668, 0.55480], [-2.11018, -5.52954, -3.33942], [-1.42960, -4.31090, -2.72210], [0.08286, -4.47509, -2.50044], [0.43580, -5.29864, -1.40325], [0.34594, -6.69362, -1.64815], [-2.12182, -3.96116, -1.47387], [-2.29097, -6.32012, -2.61473], [-3.08110, -5.25785, -3.74539], [-1.51081, -5.94485, -4.15231], [-1.56012, -3.48271, -3.42657], [0.49643, -3.48938, -2.26272], [0.58776, -4.81452, -3.41227], [0.63282, -6.94560, -2.67231], [-0.66176, -7.05634, -1.43749], [1.02596, -7.19822, -0.96225], [-1.74281, -3.08381, -1.12498], [-1.84190, -4.64214, -0.77123], [2.71271, 2.64497, 1.83121], [2.30206, 3.96020, 1.17400], [3.15716, 5.16627, 1.59246], [2.88569, 5.66132, 2.89136], [3.46109, 4.91403, 3.95031], [0.87435, 4.19786, 1.42982], [2.35328, 2.56315, 2.85780], [2.29164, 1.79964, 1.28280], [3.79738, 2.52918, 1.84173], [2.43704, 3.83100, 0.09626], [2.92501, 5.99225, 0.91483], [4.22816, 4.95909, 1.47691], [4.44356, 4.51597, 3.68060], [2.79521, 4.10371, 4.25559], [3.57838, 5.57988, 4.80460], [0.57668, 5.00944, 0.89510], [0.78881, 4.50116, 2.39777], [8.81545, 7.93173, 2.23069], [7.64407, 6.96811, 2.39676], [8.03299, 5.48304, 2.29935], [8.29947, 5.01918, 0.98683], [9.57940, 5.35948, 0.48061], [6.59828, 7.32066, 1.43058], [9.10147, 8.06171, 1.18706], [8.54736, 8.91930, 2.60618], [9.69241, 7.58833, 2.78352], [7.24270, 7.12653, 3.40277], [7.17865, 4.89129, 2.64323], [8.86994, 5.24188, 2.96632], [10.34320, 5.34397, 1.26274], [9.55305, 6.33752, -0.00336], [9.84501, 4.62512, -0.27964], [5.77545, 6.75514, 1.62050], [6.90946, 6.99868, 0.51739], [-6.14016, -5.37342, -3.66279], [-6.00086, -6.87006, -3.93046], [-7.22331, -7.69973, -3.50357], [-7.34712, -7.90138, -2.10564], [-7.87521, -6.80163, -1.38799], [-4.76751, -7.35391, -3.29907], [-5.96333, -5.12022, -2.61692], [-5.40796, -4.81481, -4.24733], [-7.13393, -5.01310, -3.93722], [-5.89630, -6.99047, -5.01304], [-7.11226, -8.70055, -3.92868], [-8.15341, -7.28660, -3.91321], [-8.63887, -6.26976, -1.96251], [-7.07687, -6.11633, -1.09337], [-8.33100, -7.18526, -0.47516], [-4.61619, -8.31993, -3.57696], [-4.94325, -7.41314, -2.29876]]
}

---

{
  "formula": "C33H28Cl5CrN4O7",
  "method": "the ωB97M-V functional and the def2-TZVPD basis",
  "s2": 3.780,
  "relative_energy_kcal_mol": 0.0,
  "lumo_ha": [-0.0372, -0.0372],
  "multiplicity": 4,
  "gap_ev": [5.8, 6.0],
  "elements": ["Cr", "C", "O", "C", "C", "C", "C", "C", "C", "N", "N", "C", "O", "C", "C", "C", "C", "C", "C", "C", "O", "H", "H", "H", "H", "H", "H", "H", "H", "H", "H", "H", "H", "Cl", "C", "C", "C", "Cl", "C", "Cl", "C", "Cl", "C", "Cl", "O", "C", "O", "C", "C", "C", "C", "O", "C", "O", "C", "C", "H", "H", "H", "H", "H", "N", "C", "C", "N", "C", "C", "H", "H", "H", "H", "H", "H", "H", "H", "H", "H", "H"],
  "xyz": [[-0.51059, 0.56757, 0.33973], [-3.96232, 0.47900, 2.91913], [-3.39328, -0.28426, 3.97573], [-2.25332, -1.01638, 3.81028], [-2.06233, -2.00866, 4.74989], [-0.94222, -2.83879, 4.73042], [-0.01354, -2.67270, 3.73392], [-0.17933, -1.67664, 2.75752], [0.83135, -1.61037, 1.73321], [0.79003, -0.86235, 0.69439], [1.83027, -0.96459, -0.22897], [1.64918, -0.09236, -1.18440], [0.64654, 0.71532, -1.26287], [2.64338, -0.07661, -2.29290], [2.39477, 0.70537, -3.41581], [3.28206, 0.69943, -4.48211], [4.42744, -0.08461, -4.43174], [4.68455, -0.85724, -3.30638], [3.79745, -0.85311, -2.23943], [-1.29085, -0.79824, 2.78913], [-1.45619, 0.19220, 1.95256], [-4.93075, 0.79934, 3.29847], [-4.10794, -0.12986, 2.02259], [-3.35615, 1.34387, 2.66313], [-2.82321, -2.11899, 5.51316], [-0.81791, -3.60089, 5.48796], [0.86724, -3.30342, 3.68710], [1.69161, -2.26927, 1.82614], [1.50013, 1.31440, -3.43112], [3.08478, 1.31694, -5.34977], [5.12503, -0.08293, -5.26025], [5.58544, -1.45613, -3.25395], [3.99155, -1.44257, -1.35301], [-2.29085, 2.14598, -0.74558], [-2.91374, 0.53983, -1.10897], [-2.11341, -0.48904, -0.65201], [-2.65480, -1.75297, -0.80176], [-1.77870, -3.12626, -0.15803], [-3.87982, -1.98267, -1.42933], [-4.49489, -3.59021, -1.61799], [-4.61255, -0.90550, -1.92881], [-6.10579, -1.16793, -2.74555], [-4.13437, 0.39334, -1.74911], [-5.02806, 1.74996, -2.30330], [1.31903, 1.22417, 2.91953], [0.99486, 2.17465, 2.22616], [0.36701, 2.09754, 1.08585], [1.31006, 3.57891, 2.66655], [0.99035, 4.67139, 1.87453], [1.27730, 5.97730, 2.28207], [1.88932, 6.12016, 3.50117], [2.25983, 7.27902, 4.13223], [2.92709, 6.87841, 5.32892], [2.79456, 5.46791, 5.45893], [2.20964, 5.03156, 4.29312], [1.93578, 3.74777, 3.90969], [0.51330, 4.49125, 0.92168], [1.03148, 6.83544, 1.67151], [2.45776, 7.36710, 6.18259], [3.98581, 7.14134, 5.25640], [2.17524, 2.88464, 4.51472], [-0.87092, -4.02067, -4.28395], [-1.73189, -2.80801, -4.00306], [-0.81606, -1.61643, -3.75421], [0.18052, -1.87192, -2.75225], [0.96577, -3.05440, -2.97239], [0.11166, -4.30032, -3.16780], [-0.35045, -3.86683, -5.14918], [-1.46777, -4.83230, -4.43151], [-2.32172, -3.06440, -3.12528], [-2.39235, -2.67342, -4.86000], [-1.42270, -0.76025, -3.45775], [-0.31659, -1.34389, -4.69525], [-0.16105, -1.79979, -1.80271], [1.63441, -3.20046, -2.12284], [1.60472, -2.90783, -3.85545], [-0.48848, -4.51657, -2.28553], [0.68861, -5.17809, -3.45778]]
}

---

Result set for E_tot: -144851.9728 -186660.4032 -146002.3815 eV, one per record in the order listed.
Result set for largest force on an atom: 2.586 1.456 0.357 eV/Å, one per record in the order listed.